{"formula": "C14H19BCl2N2O4", "method": "ωB97M-V/def2-TZVPD", "de_lowest_kcal_mol": 0.0, "molar_mass_g_mol": 361.03, "smiles": "CC(C)C[C@H](NC(=O)CNC(=O)c1cc(Cl)ccc1Cl)B(O)O", "homo_lumo_gap_ha": 0.354, "elements": ["C", "C", "C", "C", "C", "N", "C", "O", "C", "N", "C", "O", "C", "C", "C", "Cl", "C", "C", "C", "Cl", "B", "O", "O", "H", "H", "H", "H", "H", "H", "H", "H", "H", "H", "H", "H", "H", "H", "H", "H", "H", "H", "H"], "xyz": [[5.043, 0.949, -0.898], [3.556, 0.936, -0.540], [3.148, 2.296, 0.016], [3.286, -0.202, 0.450], [1.798, -0.469, 0.752], [1.058, -0.710, -0.477], [0.609, -1.915, -0.845], [0.880, -2.965, -0.300], [-0.399, -1.844, -2.014], [-1.715, -1.603, -1.452], [-2.059, -0.413, -0.938], [-1.374, 0.595, -1.058], [-3.379, -0.384, -0.231], [-4.335, 0.538, -0.638], [-5.552, 0.609, 0.019], [-6.740, 1.739, -0.508], [-5.820, -0.220, 1.100], [-4.859, -1.118, 1.526], [-3.643, -1.205, 0.865], [-2.438, -2.307, 1.450], [1.076, 0.649, 1.675], [1.659, 0.917, 2.863], [-0.077, 1.281, 1.368], [5.643, 1.123, -0.008], [5.343, -0.002, -1.333], [5.257, 1.737, -1.616], [2.989, 0.744, -1.458], [3.677, 2.494, 0.946], [3.392, 3.084, -0.694], [2.082, 2.339, 0.217], [3.778, 0.017, 1.399], [3.718, -1.119, 0.044], [1.766, -1.416, 1.304], [0.709, 0.102, -0.967], [-0.413, -2.791, -2.550], [-0.151, -1.026, -2.694], [-2.259, -2.414, -1.200], [-4.116, 1.193, -1.467], [-6.768, -0.154, 1.609], [-5.049, -1.753, 2.377], [1.188, 1.567, 3.388], [-0.507, 1.118, 0.519]], "lowdin_charge": [-0.08, -0.43, -0.06, -0.13, -0.16, 0.10, -0.48, 0.06, -0.06, 0.09, -0.45, 0.05, -0.15, -0.03, -0.66, 0.69, -0.09, -0.09, -0.58, 0.76, -0.69, 0.19, 0.19, 0.08, 0.08, 0.07, 0.13, 0.09, 0.08, 0.07, 0.12, 0.12, 0.15, 0.12, 0.13, 0.13, 0.13, 0.12, 0.11, 0.11, 0.11, 0.06]}

***

{"formula": "C14H19BaBr4N5O5", "method": "ωB97M-V/def2-TZVPD", "de_lowest_kcal_mol": 5.1, "molar_mass_g_mol": 794.28, "charge": -2, "homo_lumo_gap_ha": 0.204, "elements": ["Ba", "N", "C", "C", "N", "C", "C", "N", "H", "H", "H", "H", "H", "H", "H", "H", "H", "H", "H", "H", "H", "N", "C", "C", "O", "N", "C", "C", "O", "O", "H", "H", "H", "H", "H", "H", "Br", "C", "C", "Br", "C", "Br", "C", "O", "C", "O", "C", "Br"], "xyz": [[-0.033, 0.929, -0.490], [2.961, 1.037, -0.115], [3.742, -0.112, 0.284], [3.239, -1.367, -0.432], [1.866, -1.703, -0.142], [1.581, -2.473, 1.049], [0.957, -1.655, 2.181], [-0.320, -1.124, 1.757], [3.025, 1.848, 0.482], [3.071, 1.311, -1.084], [4.819, -0.019, 0.070], [3.644, -0.237, 1.365], [3.318, -1.194, -1.508], [3.924, -2.197, -0.182], [1.356, -1.983, -0.966], [0.885, -3.282, 0.801], [2.502, -2.948, 1.420], [0.904, -2.294, 3.078], [1.613, -0.815, 2.423], [-1.039, -1.831, 1.637], [-0.683, -0.380, 2.341], [-2.872, -2.576, 0.077], [-2.925, -1.238, -0.523], [-3.102, -0.206, 0.618], [-3.760, -0.612, 1.611], [-2.562, 0.974, 0.406], [-2.678, 1.969, 1.466], [-1.385, 2.619, 2.074], [-1.602, 3.433, 2.979], [-0.232, 2.278, 1.636], [-3.240, -3.272, -0.559], [-3.492, -2.517, 0.885], [-3.791, -1.104, -1.186], [-2.037, -1.077, -1.146], [-3.221, 1.568, 2.327], [-3.264, 2.823, 1.109], [0.058, 3.519, -7.525], [0.238, 2.327, -6.054], [0.203, 0.965, -6.245], [-0.022, 0.231, -7.985], [0.333, 0.114, -5.130], [0.315, -1.778, -5.334], [0.489, 0.569, -3.814], [0.602, -0.229, -2.809], [0.536, 2.030, -3.608], [0.701, 2.510, -2.428], [0.405, 2.833, -4.750], [0.492, 4.708, -4.433]], "lowdin_charge": [1.97, -0.05, -0.28, -0.24, -0.09, -0.23, -0.28, -0.03, 0.07, 0.07, 0.10, 0.10, 0.12, 0.10, 0.10, 0.12, 0.11, 0.10, 0.10, 0.06, 0.07, -0.03, -0.23, -0.64, -0.09, -0.15, -0.19, -0.72, -0.05, -0.33, 0.05, 0.04, 0.11, 0.06, 0.10, 0.10, 0.61, -0.79, -0.79, 0.61, -0.65, 0.66, -0.49, -0.34, -0.50, -0.35, -0.65, 0.67]}

***

{"formula": "C14H19BrCl3MoN4OPSi", "method": "ωB97M-V/def2-TZVPD", "multiplicity": 3, "molar_mass_g_mol": 600.60, "charge": 2, "homo_lumo_gap_ha": [0.253, 0.274], "elements": ["Mo", "Cl", "Si", "Cl", "Cl", "Br", "C", "C", "C", "N", "C", "C", "H", "H", "H", "H", "O", "N", "C", "C", "N", "C", "N", "C", "C", "P", "C", "C", "C", "C", "H", "H", "H", "H", "H", "H", "H", "H", "H", "H", "H", "H", "H", "H", "H"], "xyz": [[-1.305, -0.467, -0.290], [-2.818, 0.312, -1.747], [-1.637, -2.969, -0.362], [-1.605, -3.981, -2.077], [-1.052, -4.103, 1.202], [2.961, -1.918, -5.476], [1.798, -1.483, -4.094], [0.777, -0.562, -4.285], [-0.074, -0.276, -3.238], [0.040, -0.846, -2.024], [1.052, -1.723, -1.850], [1.937, -2.073, -2.839], [0.634, -0.075, -5.239], [-0.880, 0.428, -3.375], [1.160, -2.152, -0.858], [2.721, -2.790, -2.639], [-2.373, -0.558, 1.278], [-3.385, -0.302, 2.103], [-4.410, -1.078, 1.923], [-5.625, -0.934, 2.649], [-6.617, -0.850, 3.219], [-4.161, -2.148, 0.988], [-3.534, -2.823, 0.307], [0.375, -0.427, 3.109], [1.373, 0.222, 2.153], [0.651, 0.831, 0.600], [1.993, 1.277, -0.543], [3.224, 1.900, 0.125], [-0.352, 2.317, 0.970], [0.426, 3.602, 1.268], [0.885, -0.716, 4.026], [-0.065, -1.330, 2.681], [-0.431, 0.254, 3.384], [2.176, -0.469, 1.885], [1.856, 1.087, 2.618], [1.552, 1.951, -1.284], [2.283, 0.372, -1.079], [2.985, 2.798, 0.689], [3.942, 2.176, -0.646], [3.716, 1.194, 0.792], [-0.990, 2.044, 1.816], [-1.024, 2.481, 0.118], [1.094, 3.481, 2.120], [-0.279, 4.394, 1.511], [1.007, 3.929, 0.407]], "lowdin_charge": [0.97, 0.17, -0.31, 0.42, 0.39, 0.91, -0.67, -0.06, -0.13, -0.19, -0.22, -0.07, 0.13, 0.07, 0.10, 0.13, -0.49, 0.13, -0.21, -0.12, 0.25, 0.01, 0.13, -0.13, -0.36, 0.90, -0.36, -0.11, -0.38, -0.11, 0.09, 0.04, 0.07, 0.10, 0.10, 0.10, 0.06, 0.07, 0.09, 0.08, 0.08, 0.08, 0.08, 0.09, 0.08]}

***

{"formula": "C14H19BrCu", "method": "ωB97M-V/def2-TZVPD", "multiplicity": 2, "molar_mass_g_mol": 330.76, "charge": -2, "homo_lumo_gap_ha": [0.177, 0.176], "elements": ["C", "C", "C", "H", "C", "C", "H", "H", "H", "H", "Cu", "Br", "C", "C", "C", "H", "C", "C", "H", "H", "H", "H", "C", "C", "C", "C", "H", "H", "H", "H", "H", "H", "H", "H", "H"], "xyz": [[1.810, -1.188, 1.330], [0.783, -1.575, 2.290], [-0.086, -2.516, 1.637], [0.737, -1.277, 3.338], [0.386, -2.723, 0.324], [1.507, -1.878, 0.103], [2.029, -1.747, -0.844], [2.673, -0.560, 1.520], [-0.963, -2.975, 2.091], [-0.027, -3.406, -0.418], [0.083, -0.121, 0.906], [0.010, 1.025, -1.101], [2.081, 2.470, -2.853], [3.032, 1.473, -3.217], [4.081, 1.484, -2.254], [2.959, 0.821, -4.086], [3.776, 2.491, -1.282], [2.545, 3.101, -1.653], [2.028, 3.891, -1.117], [1.161, 2.692, -3.385], [4.964, 0.848, -2.262], [4.383, 2.748, -0.418], [-4.192, -0.337, 1.661], [-2.768, -0.501, 1.097], [-2.897, -0.687, -0.431], [-1.785, 0.602, 1.401], [-4.588, 0.647, 1.387], [-4.217, -0.432, 2.749], [-4.822, -1.121, 1.220], [-2.354, -1.434, 1.520], [-3.023, 0.294, -0.904], [-1.997, -1.130, -0.878], [-3.768, -1.315, -0.659], [-1.700, 0.865, 2.460], [-1.843, 1.470, 0.731]], "lowdin_charge": [-0.24, -0.23, -0.20, 0.08, -0.18, -0.19, 0.09, 0.09, 0.08, 0.08, 0.07, 0.32, -0.34, -0.25, -0.24, 0.04, -0.24, -0.28, 0.04, 0.03, 0.03, 0.03, -0.12, -0.53, -0.14, -0.24, 0.07, 0.06, 0.05, 0.09, 0.06, 0.04, 0.05, 0.03, -0.02]}

***

{"formula": "C14H19F2N3OS2", "method": "ωB97M-V/def2-TZVPD", "de_lowest_kcal_mol": 3.4, "molar_mass_g_mol": 347.46, "smiles": "OCCN1CCN(C(=S)Nc2ccc(SC(F)F)cc2)CC1", "homo_lumo_gap_ha": 0.315, "elements": ["O", "C", "C", "N", "C", "C", "N", "C", "S", "N", "C", "C", "C", "C", "S", "C", "F", "F", "C", "C", "C", "C", "H", "H", "H", "H", "H", "H", "H", "H", "H", "H", "H", "H", "H", "H", "H", "H", "H", "H", "H"], "xyz": [[4.490, 4.085, -1.660], [3.420, 3.169, -1.716], [3.984, 1.851, -2.275], [3.054, 0.757, -2.421], [2.503, 0.246, -1.184], [1.834, -1.100, -1.465], [0.819, -0.954, -2.490], [-0.348, -1.626, -2.500], [-1.179, -1.988, -3.883], [-0.864, -2.076, -1.302], [-0.985, -1.363, -0.114], [-0.788, 0.018, -0.053], [-0.923, 0.688, 1.144], [-1.258, -0.008, 2.298], [-1.373, 0.896, 3.828], [-2.908, 0.149, 4.488], [-2.650, -0.910, 5.282], [-3.563, 1.043, 5.239], [-1.464, -1.380, 2.249], [-1.344, -2.048, 1.048], [1.352, -0.384, -3.709], [1.999, 0.963, -3.391], [4.174, 4.925, -1.313], [2.623, 3.547, -2.373], [3.000, 3.005, -0.713], [4.792, 1.526, -1.615], [4.419, 2.061, -3.255], [3.314, 0.097, -0.469], [1.764, 0.931, -0.733], [1.404, -1.508, -0.552], [2.599, -1.792, -1.839], [-1.525, -2.832, -1.421], [-0.562, 0.563, -0.956], [-0.781, 1.756, 1.193], [-3.555, -0.181, 3.663], [-1.711, -1.931, 3.143], [-1.516, -3.113, 1.005], [0.539, -0.265, -4.426], [2.105, -1.057, -4.134], [2.431, 1.377, -4.303], [1.220, 1.655, -3.025]], "lowdin_charge": [-0.06, -0.26, -0.18, -0.18, -0.17, -0.11, -0.12, -0.83, 0.66, 0.04, -0.26, -0.03, -0.09, -0.55, 1.01, -0.68, 0.01, 0.02, -0.09, -0.01, -0.17, -0.17, 0.09, 0.12, 0.11, 0.13, 0.13, 0.13, 0.11, 0.12, 0.14, 0.12, 0.11, 0.11, 0.13, 0.11, 0.12, 0.07, 0.14, 0.13, 0.13]}